(1)
C9H9N3O2 | wB97M-V/def2-TZVPD

Each line ends with the Löwdin charge.
Geometry (Å):
C (-2.722, 1.437, 0.399)  -0.060
C (-3.584, 0.443, 0.002)  -0.076
C (-1.384, 1.118, 0.693)  -0.022
C (-3.134, -0.868, -0.323)  0.002
C (-0.902, -0.064, 0.258)  -0.126
C (-1.773, -1.057, -0.273)  -0.185
C (2.883, 0.095, 0.131)  -0.476
C (0.508, -0.551, 0.543)  -0.352
C (3.670, 0.710, -0.952)  0.016
N (-1.057, -2.269, -0.686)  -0.036
N (0.129, -2.270, -0.533)  0.096
N (1.520, 0.090, -0.182)  0.141
O (3.330, -0.371, 1.159)  0.084
O (0.646, -0.993, 1.798)  0.108
H (-3.059, 2.406, 0.666)  0.093
H (-4.572, 0.664, -0.249)  0.083
H (-0.769, 1.686, 1.324)  0.110
H (-4.045, -1.434, -0.511)  0.116
H (3.647, 1.703, -1.131)  0.056
H (4.669, 0.422, -1.071)  0.079
H (3.192, 0.225, -1.807)  0.096
H (1.316, 0.316, -1.143)  0.146
H (1.490, -1.437, 1.889)  0.107

- calculated total energy (Eh) = -663.00873
- multiplicity = 1
- energy above the lowest of the compared OMol25 structures with the same formula, charge and spin (kcal per mole) = 100.7
- HOMO (spin up / spin down) (eV) = -7.32 / -7.32
- F_max (eV Å⁻¹) = 4.26
- LUMO (spin up / spin down) (eV) = 0.366 / 0.366
- total charge = 0

---

(2)
C23H22N2O6S | wB97M-V/def2-TZVPD

Each line ends with the Löwdin charge.
Geometry (Å):
C (-8.332, -0.329, -0.126)  -0.060
C (-7.391, -1.151, 0.744)  -0.214
O (-6.051, -1.105, 0.256)  -0.022
C (-5.323, -0.031, 0.613)  -0.521
O (-5.736, 0.853, 1.326)  0.087
C (-3.979, -0.061, 0.053)  -0.351
S (-2.892, 1.250, 0.427)  1.225
C (-1.711, 0.440, -0.548)  -0.519
N (-0.444, 0.950, -0.741)  -0.004
C (0.457, 0.145, -1.547)  -0.078
C (1.289, -0.831, -0.749)  -0.202
C (1.085, -1.056, 0.604)  -0.027
C (1.879, -1.962, 1.287)  -0.074
C (2.877, -2.655, 0.626)  -0.085
C (3.080, -2.441, -0.727)  -0.076
C (2.290, -1.535, -1.410)  -0.042
C (-0.123, 2.122, -0.128)  -0.397
O (-0.941, 2.732, 0.534)  -0.006
C (1.288, 2.672, -0.309)  -0.036
O (2.254, 1.846, 0.322)  0.027
C (3.246, 1.341, -0.423)  -0.418
O (3.327, 1.546, -1.626)  0.081
C (4.196, 0.538, 0.344)  -0.072
C (4.062, 0.387, 1.728)  -0.018
C (4.948, -0.389, 2.438)  -0.084
C (5.986, -1.035, 1.774)  -0.068
C (6.136, -0.902, 0.412)  -0.006
C (5.249, -0.115, -0.328)  -0.269
O (5.438, -0.020, -1.647)  0.088
N (-2.094, -0.675, -1.093)  0.113
C (-3.369, -0.982, -0.770)  -0.335
C (-3.960, -2.232, -1.315)  -0.020
H (-8.284, -0.668, -1.158)  0.077
H (-9.350, -0.435, 0.237)  0.077
H (-8.050, 0.720, -0.084)  0.076
H (-7.408, -0.777, 1.773)  0.122
H (-7.661, -2.209, 0.726)  0.123
H (-0.174, -0.420, -2.241)  0.132
H (1.113, 0.796, -2.131)  0.125
H (0.311, -0.523, 1.135)  0.120
H (1.714, -2.126, 2.341)  0.109
H (3.497, -3.356, 1.163)  0.107
H (3.857, -2.976, -1.251)  0.113
H (2.453, -1.363, -2.464)  0.125
H (1.539, 2.793, -1.370)  0.136
H (1.313, 3.647, 0.188)  0.148
H (3.251, 0.894, 2.226)  0.124
H (4.839, -0.497, 3.506)  0.103
H (6.681, -1.646, 2.329)  0.108
H (6.935, -1.395, -0.117)  0.120
H (4.749, 0.570, -2.022)  0.090
H (-3.218, -2.737, -1.927)  0.080
H (-4.274, -2.885, -0.504)  0.085
H (-4.839, -2.005, -1.914)  0.085

- calculated total energy (Eh) = -1848.87054
- multiplicity = 1
- energy above the lowest of the compared OMol25 structures with the same formula, charge and spin (kcal per mole) = 0.0
- HOMO (eV) = -8.62
- F_max (eV Å⁻¹) = 1.19
- LUMO (eV) = 0.168
- SMILES = CCOC(=O)c1sc(N(Cc2ccccc2)C(=O)COC(=O)c2ccccc2O)nc1C
- total charge = 0

---

(3)
C4H2F2O | wB97M-V/def2-TZVPD

Each line ends with the Löwdin charge.
Geometry (Å):
O (0.869, -1.577, -0.908)  0.228
C (1.348, -0.658, -0.431)  -0.106
C (1.697, 0.320, 0.380)  -0.290
F (2.928, 0.307, 1.003)  0.065
F (1.247, 1.604, 0.217)  0.057
C (-2.405, -0.424, -0.075)  0.013
C (-1.632, 0.492, -0.139)  -0.018
H (-3.032, -1.253, -0.414)  0.038
H (-1.020, 1.190, 0.366)  0.013

- calculated total energy (Eh) = -428.40906
- multiplicity = 1
- energy above the lowest of the compared OMol25 structures with the same formula, charge and spin (kcal per mole) = 90.9
- HOMO (eV) = -9.56
- F_max (eV Å⁻¹) = 2.91
- LUMO (eV) = -0.402
- SMILES = O=C=C(F)F.C#C
- total charge = 0

---

(4)
C6H10O | wB97M-V/def2-TZVPD

Each line ends with the Löwdin charge.
Geometry (Å):
C (0.400, 1.573, -0.071)  -0.104
C (1.482, 0.849, 0.207)  -0.081
C (1.594, -0.650, 0.116)  -0.217
O (0.639, -1.234, -0.738)  -0.144
C (-0.610, -1.483, -0.137)  -0.219
C (-1.400, -0.222, 0.267)  -0.171
C (-0.969, 1.058, -0.460)  -0.195
H (0.495, 2.656, -0.003)  0.097
H (2.397, 1.364, 0.500)  0.101
H (1.541, -1.107, 1.121)  0.127
H (2.575, -0.914, -0.296)  0.123
H (-0.476, -2.134, 0.743)  0.118
H (-1.164, -2.056, -0.886)  0.121
H (-1.321, -0.050, 1.347)  0.113
H (-2.462, -0.407, 0.058)  0.108
H (-1.023, 0.916, -1.547)  0.120
H (-1.700, 1.840, -0.220)  0.105

- calculated total energy (Eh) = -309.81833
- multiplicity = 1
- energy above the lowest of the compared OMol25 structures with the same formula, charge and spin (kcal per mole) = 15.1
- HOMO (eV) = -9.24
- F_max (eV Å⁻¹) = 0.28
- LUMO (eV) = 1.076
- SMILES = C1=CCOCCC1
- total charge = 0

---

(5)
C5H16N3 | wB97M-V/def2-TZVPD

Each line ends with the Löwdin spin population.
Geometry (Å):
C (2.178, 0.136, -1.706)  0.000
C (1.132, 0.121, -0.591)  0.000
C (-0.361, 0.265, -0.938)  0.001
C (-1.278, -0.536, 0.021)  0.052
N (-1.324, 0.075, 1.374)  0.567
C (-1.951, -0.796, 2.445)  0.076
N (-1.362, -0.740, 3.726)  0.170
N (1.789, 1.106, -2.854)  0.000
H (2.276, -0.842, -2.168)  0.000
H (3.170, 0.446, -1.391)  0.000
H (1.402, 0.849, 0.179)  0.000
H (1.249, -0.869, -0.136)  0.000
H (-0.586, 1.316, -0.742)  0.000
H (-0.614, -0.119, -1.923)  0.000
H (-1.042, -1.602, 0.058)  0.020
H (-2.314, -0.419, -0.300)  0.015
H (-0.395, 0.366, 1.703)  0.017
H (-2.028, -1.829, 2.087)  0.045
H (-2.996, -0.454, 2.450)  0.026
H (-0.352, -0.560, 3.701)  0.001
H (-1.685, 0.061, 4.285)  0.008
H (1.167, 0.634, -3.503)  0.000
H (1.297, 1.918, -2.475)  0.000
H (2.627, 1.472, -3.300)  0.000

- calculated total energy (Eh) = -363.67865
- multiplicity = 2
- energy above the lowest of the compared OMol25 structures with the same formula, charge and spin (kcal per mole) = 14.4
- HOMO (spin up / spin down) (eV) = -18.39 / -17.82
- F_max (eV Å⁻¹) = 3.59
- LUMO (spin up / spin down) (eV) = -6.441 / -11.101
- total charge = +2

---

(6)
C3H11N2O | wB97M-V/def2-TZVPD

Each line ends with the Löwdin spin population.
Geometry (Å):
C (0.574, -0.736, -1.880)  0.056
C (0.121, -0.300, -0.552)  0.111
C (0.794, 0.480, 0.305)  0.043
N (1.965, 1.142, -0.005)  0.001
N (-1.111, -0.981, -0.098)  0.224
H (-0.169, -0.516, -2.671)  0.020
H (0.870, -1.784, -1.971)  0.019
H (1.411, -0.161, -2.289)  0.002
H (0.348, 0.818, 1.241)  0.010
H (2.459, 0.775, -0.804)  0.001
H (2.539, 1.430, 0.768)  0.000
H (-0.974, -2.013, -0.022)  0.164
H (-1.995, -0.829, -0.742)  0.179
H (-1.412, -0.575, 0.779)  0.062
H (-1.667, 1.859, 2.599)  0.012
H (-1.905, 0.427, 3.070)  0.020
O (-1.846, 0.963, 2.272)  0.076

- calculated total energy (Eh) = -305.51355
- multiplicity = 2
- energy above the lowest of the compared OMol25 structures with the same formula, charge and spin (kcal per mole) = 36.6
- HOMO (spin up / spin down) (eV) = -3.16 / -8.62
- F_max (eV Å⁻¹) = 1.92
- LUMO (spin up / spin down) (eV) = 0.632 / 0.433
- total charge = 0

---

What is the F_max in the sixth record? 1.92 eV Å⁻¹